1.
# C10H13FeNO2

C10H13FeNO2 as an isolated structure at a distorted geometry (ωB97M-V/def2-TZVPD, the Open Molecules 2025 dataset).

Relative energy (zero: lowest compared OMol25 entry of this formula, charge and spin)   0.00 kJ/mol
Charge   -1
2S+1   6
HOMO-LUMO gap (spin up / spin down)   5.52 / 7.17 eV
Maximum force   8.51 eV/Å

Last column: Mulliken spin population.
Positions of all 27 atoms, in Å:
C1 -1.12115 -1.43280 -1.58297  0.119
C2 -0.85422 -0.12292 -2.02500  0.132
C3 -1.42012 0.79764 -1.07387  0.039
C4 -2.29668 0.04975 -0.18742  -0.001
C5 -2.05874 -1.35651 -0.48687  -0.004
Fe1 -0.48508 -0.41171 0.55771  3.592
C6 2.51671 -0.27230 -1.53828  0.015
C7 2.81878 -1.56867 -1.61343  0.002
C8 2.88044 -2.77745 -1.06294  -0.001
N1 -0.86504 -1.26370 1.84318  0.913
H1 -1.38434 1.88692 -1.15350  -0.025
H2 -0.38487 0.15604 -2.96613  0.012
H3 -3.01154 0.45866 0.53149  -0.002
H4 -2.57288 -2.19766 -0.04858  0.028
H5 -0.78326 -2.35043 -2.04758  0.017
H6 2.15424 0.31779 -2.38282  -0.003
H7 -1.06703 -1.97267 2.59191  0.041
H8 2.68080 0.33512 -0.63512  -0.010
H9 3.50975 -3.58034 -1.44259  0.000
H10 2.30494 -3.05014 -0.15615  0.017
C9 -0.33861 3.04307 2.72158  0.006
O1 -0.81300 2.25018 1.59044  -0.043
C10 0.09689 1.50743 0.92290  0.179
O2 1.25278 1.88689 0.71553  -0.022
H11 0.70148 2.80489 2.92517  -0.001
H12 -0.99472 2.77425 3.55464  0.000
H13 -0.46553 4.08866 2.44869  0.001



2.
# C10H13IN3P

The molecule C10H13IN3P at a distorted geometry (ωB97M-V/def2-TZVPD, the Open Molecules 2025 dataset).

Charge   0
Structure (SMILES)   CCC#Cc1ccc(N(N)PI)c(N)c1
HOMO-LUMO gap   8.39 eV
Maximum force   2.90 eV/Å

Last column: natural (NBO) charge in e.
Positions of all 28 atoms, in Å:
C1 1.67006 1.34951 -0.25871  -0.047
C2 2.44842 2.15778 -0.74468  0.032
C3 0.44284 -0.82829 -0.83615  -0.181
C4 -0.57079 -1.72969 -0.58393  -0.243
C5 -0.19498 0.44896 1.08381  -0.210
C6 0.67826 0.28629 0.00465  -0.104
C7 -1.48539 -1.51031 0.49189  0.098
C8 -1.29074 -0.40892 1.29185  0.182
C9 4.72566 2.91454 -1.72675  -0.585
C10 3.14358 3.24105 -1.45321  -0.480
N1 -2.21244 -0.22118 2.37941  -0.851
N2 -3.12660 -3.23629 -0.38634  -0.618
N3 -2.80913 -2.22503 0.64120  -0.614
P1 -3.18725 -2.64077 2.25592  0.654
I1 -5.46260 -1.82939 2.65733  -0.188
H1 1.16984 -0.95686 -1.69439  0.229
H2 -0.63975 -2.61323 -1.11851  0.203
H3 -0.10869 1.30159 1.71940  0.216
H4 5.05933 2.12668 -1.13899  0.211
H5 5.40173 3.74369 -1.64003  0.209
H6 4.82202 2.62911 -2.72317  0.203
H7 2.68107 3.34503 -2.46715  0.234
H8 3.06486 4.23363 -0.89217  0.237
H9 -1.80678 0.35913 3.09061  0.384
H10 -3.08858 0.22195 1.99753  0.388
H11 -2.24221 -3.49306 -0.76694  0.336
H12 -3.54815 -2.63558 -1.09924  0.353
H13 -3.53358 -4.03035 1.91678  -0.047



Calculated total energy? In order: -50546.20715 -32437.48515 eV.